19
Properties=species:S:1:pos:R:3 method="wB97M-V/def2-TZVPD" max_force_ev_per_a=1.6 e_homo_ev=-12.521 orbital_gap_ev=9.34 charge=+1
N -0.5685 2.0859 1.8165
N -0.9495 -1.6168 -0.6966
N -1.8479 0.6814 0.4559
C 1.2007 -0.6288 -1.3168
C 0.4524 -1.3375 -0.4451
C 2.6571 -0.2604 -1.1256
C -0.8299 0.9274 1.2180
H -1.3226 2.7921 1.8668
H -0.1846 0.0783 1.4840
H -1.1745 -2.6056 -0.4222
H 0.1168 2.1457 2.5660
H -1.7625 -0.1958 -0.1547
H -1.0553 -1.5866 -1.6906
H 2.7894 0.8593 -1.2368
H -2.3697 1.5024 0.2016
H 2.9409 -0.5217 -0.0775
H 0.7722 -1.7037 0.5597
H 3.2390 -0.7922 -1.8758
H 0.6900 -0.2303 -2.2340